1.
The following is a quantum chemistry calculation of a cluster of 2 separate species, BrH4N2OP in total in a non-equilibrium geometry, from the OMol25 dataset.

Energy relative to the best compared isomer or geometry (same formula, charge and spin) ... 109.0 kcal per mole
E_LUMO (spin up / spin down) ... -2.8 / -2.8 eV
Kohn-Sham gap (spin up / spin down) ... 6.23 / 6.24 eV
HOMO (spin up / spin down) ... -9.0 / -9.0 eV

Each line ends with the Löwdin charge.
Positions of all 9 atoms, in Å:
N  -0.200  -0.396  1.885  -0.233
N  0.915  -1.131  -0.330  -0.151
O  -0.959  1.590  -1.668  -0.287
P  -0.498  -0.575  0.367  0.412
Br  -2.166  -2.031  -0.125  0.299
H  -1.004  -0.516  2.533  0.011
H  0.882  -1.197  -1.336  0.051
H  1.713  -0.604  0.066  0.078
H  -1.798  1.696  -1.397  -0.181

2.
The following is a quantum chemistry calculation of a structure of composition C11H19NPrS7 in a non-equilibrium geometry, from the OMol25 dataset.

Energy relative to the best compared isomer or geometry (same formula, charge and spin) ... 188.9 kcal per mole
Total charge ... +1
E_LUMO (spin up / spin down) ... -2.9 / -5.2 eV
2S+1 ... 3
⟨S²⟩ ... 2.3272
Kohn-Sham gap (spin up / spin down) ... 7.19 / 4.91 eV
HOMO (spin up / spin down) ... -10.1 / -10.1 eV

Each line ends with the Löwdin charge.
Positions of all 39 atoms, in Å:
Pr  -0.520  0.312  0.330  -0.215
S  -0.713  -2.121  0.041  0.926
S  -0.831  2.707  -0.020  0.909
C  0.819  -3.035  0.388  -0.279
C  -0.736  -2.145  -1.801  -0.333
C  -0.033  -0.962  -2.425  -0.212
N  -0.611  0.290  -1.909  -0.254
C  0.025  1.518  -2.414  -0.215
C  -0.694  2.727  -1.860  -0.328
H  -1.787  -2.168  -2.082  0.096
H  -0.299  -3.083  -2.132  0.105
H  -0.124  -1.023  -3.514  0.145
H  1.025  -0.968  -2.185  0.131
H  0.001  1.559  -3.507  0.145
H  1.066  1.506  -2.106  0.130
H  -1.717  2.776  -2.231  0.097
H  -0.203  3.649  -2.155  0.105
C  0.591  3.730  0.466  -0.279
H  -1.585  0.312  -2.195  0.125
H  1.507  3.392  -0.005  0.045
H  0.685  3.640  1.542  0.055
H  0.381  4.762  0.208  0.057
H  0.961  -3.010  1.462  0.030
H  1.673  -2.583  -0.101  0.050
H  0.689  -4.065  0.070  0.063
C  -2.502  0.361  1.164  -0.379
C  -2.655  0.292  -0.161  -0.324
H  -2.524  1.306  1.685  0.071
H  -2.431  -0.525  1.776  0.072
H  -2.837  1.181  -0.751  0.079
H  -2.751  -0.658  -0.669  0.069
S  3.368  -3.545  4.761  0.857
C  2.758  -2.484  4.023  -1.710
S  1.325  -1.701  4.433  0.976
C  1.151  -0.565  3.172  -1.046
C  2.167  -0.614  2.232  -1.053
S  2.214  0.454  0.800  0.614
S  3.343  -1.803  2.594  0.962
S  -0.194  0.582  3.072  0.715

3.
The following is a quantum chemistry calculation of a structure of composition C29H49BrN2OP2Zn in a non-equilibrium geometry, from the OMol25 dataset.

Total charge ... +2
E_LUMO ... -6.7 eV
Kohn-Sham gap ... 6.19 eV
HOMO ... -12.9 eV

Each line ends with the Löwdin charge.
Positions of all 85 atoms, in Å:
N  6.033  1.956  -0.663  0.061
C  5.483  2.080  0.551  -0.133
C  4.874  1.002  1.202  -0.018
C  4.900  -0.271  0.579  -0.223
C  5.532  -0.385  -0.672  -0.013
C  6.096  0.756  -1.248  -0.134
C  4.198  -1.384  1.172  -0.029
Zn  -0.604  -0.270  -0.118  0.647
P  -2.960  -0.552  0.218  0.918
C  3.838  -2.512  0.492  -0.024
C  2.524  -3.077  0.710  -0.207
C  1.855  -3.747  -0.338  -0.016
C  0.495  -4.008  -0.259  -0.119
C  -0.201  -3.548  0.863  -0.604
C  0.455  -3.073  1.997  -0.137
C  1.827  -2.829  1.926  -0.025
Br  -2.081  -4.059  1.069  0.900
H  3.828  -1.215  2.183  0.108
H  4.407  -2.879  -0.366  0.120
H  4.370  1.157  2.159  0.105
H  5.583  -1.348  -1.186  0.110
H  5.508  3.065  1.030  0.113
H  6.600  0.685  -2.213  0.118
H  2.402  -4.007  -1.244  0.129
H  2.332  -2.397  2.793  0.119
H  -0.038  -4.538  -1.043  0.115
H  -0.095  -2.876  2.920  0.112
P  -0.041  0.530  -2.254  0.908
C  -2.972  -0.970  2.013  -0.419
C  -4.138  -1.778  2.592  -0.149
H  -2.865  -0.017  2.561  0.091
H  -2.036  -1.514  2.207  0.014
H  -3.989  -1.881  3.674  0.090
H  -5.115  -1.310  2.432  0.062
H  -4.170  -2.803  2.187  0.020
C  -3.226  -1.924  -0.961  -0.462
C  -4.618  -2.552  -0.980  -0.127
H  -2.491  -2.713  -0.706  -0.044
H  -2.910  -1.567  -1.957  0.063
H  -4.559  -3.537  -1.457  0.088
H  -5.034  -2.708  0.026  0.065
H  -5.331  -1.952  -1.560  0.085
C  -4.252  0.679  -0.176  -0.370
C  -5.576  0.559  0.584  -0.124
H  -4.435  0.643  -1.264  0.092
H  -3.782  1.657  0.013  0.073
H  -6.309  1.268  0.180  0.091
H  -6.023  -0.437  0.497  0.069
H  -5.463  0.794  1.648  0.078
C  -0.545  2.205  -2.816  -0.361
C  -1.931  2.661  -2.369  -0.135
H  -0.479  2.184  -3.917  0.106
H  0.212  2.916  -2.456  0.075
H  -2.116  3.669  -2.761  0.091
H  -2.730  2.009  -2.743  0.070
H  -2.002  2.714  -1.275  0.053
C  -0.672  -0.537  -3.609  -0.390
C  -0.009  -1.912  -3.663  -0.131
H  -0.528  0.028  -4.543  0.100
H  -1.758  -0.631  -3.454  0.067
H  -0.508  -2.527  -4.421  0.092
H  1.049  -1.835  -3.938  0.077
H  -0.079  -2.445  -2.707  0.047
C  1.801  0.552  -2.470  -0.371
C  2.539  1.834  -2.056  -0.127
H  1.998  0.316  -3.533  0.098
H  2.177  -0.296  -1.867  0.073
H  3.616  1.687  -2.217  0.069
H  2.235  2.706  -2.655  0.075
H  2.394  2.057  -0.987  0.066
C  0.669  3.669  3.722  -0.016
N  0.512  3.218  2.347  -0.130
C  0.395  4.252  1.329  -0.012
C  0.358  1.930  1.999  -0.448
C  0.538  0.867  3.044  0.025
O  0.042  1.671  0.794  -0.122
H  0.709  4.758  3.697  0.095
H  1.605  3.302  4.165  0.104
H  -0.182  3.365  4.345  0.108
H  1.185  4.143  0.570  0.103
H  -0.604  4.254  0.868  0.102
H  0.538  5.218  1.816  0.093
H  0.641  -0.129  2.594  0.059
H  1.439  1.070  3.644  0.099
H  -0.340  0.863  3.711  0.108